1.
ORCA calculation (ωB97M-V with the def2-TZVPD basis set) on a cluster of 2 separate species, C2H7BN2 in total at a distorted geometry.

Each line ends with the Löwdin charge.
CARTESIAN COORDINATES (ANGSTROEM)
B1 -1.059 0.639 0.083  -0.445
C1 0.577 -0.994 -0.229  -0.172
C2 1.188 0.361 0.107  -0.160
N1 -0.835 -0.732 -0.004  0.047
N2 0.089 1.335 -0.148  0.062
H1 -3.956 0.312 0.518  0.038
H2 0.905 -1.483 -1.149  0.118
H3 0.868 -1.587 0.639  0.109
H4 1.453 0.649 1.039  0.077
H5 2.005 0.602 -0.558  0.110
H6 -1.515 -1.448 -0.196  0.095
H7 0.280 2.345 -0.103  0.122

HOMO (alpha / beta) = -8.7927 / -7.5474 eV
frontier orbital gap (alpha / beta) = 9.04 / 7.46 eV
charge = 0



2.
ORCA calculation (ωB97M-V with the def2-TZVPD basis set) on an isolated molecule of C23H28N4O4.

Each line ends with the Löwdin charge.
CARTESIAN COORDINATES (ANGSTROEM)
C1 6.830 -0.460 0.507  -0.089
O1 5.865 -1.390 0.937  -0.087
C2 4.631 -0.933 1.285  -0.284
C3 3.721 -1.905 1.712  0.001
C4 2.441 -1.554 2.073  -0.018
C5 2.035 -0.220 2.016  -0.242
N1 0.713 0.085 2.346  0.147
C6 0.050 1.249 2.260  -0.384
O2 0.479 2.346 1.942  0.071
C7 -1.437 1.039 2.565  -0.426
O3 -1.881 -0.066 2.837  0.060
N2 -2.143 2.166 2.441  0.086
C8 -3.581 2.217 2.473  -0.142
C9 -4.202 2.494 1.084  -0.173
N3 -3.974 1.520 0.043  -0.164
C10 -2.663 1.540 -0.576  -0.153
C11 -2.723 0.727 -1.874  -0.118
N4 -3.149 -0.617 -1.577  -0.043
C12 -2.347 -1.708 -1.565  -0.427
O4 -2.741 -2.807 -1.224  0.078
C13 -0.931 -1.483 -2.006  -0.164
C14 -0.539 -1.682 -3.323  -0.019
C15 0.790 -1.538 -3.681  -0.037
C16 1.751 -1.201 -2.737  -0.271
C17 3.189 -1.030 -3.121  -0.046
C18 1.352 -1.010 -1.419  -0.018
C19 0.027 -1.152 -1.055  -0.011
C20 -4.439 -0.658 -0.925  -0.112
C21 -4.377 0.162 0.367  -0.152
C22 2.939 0.750 1.604  -0.007
C23 4.227 0.397 1.240  -0.014
H1 7.057 0.274 1.286  0.096
H2 6.511 0.060 -0.402  0.094
H3 7.724 -1.043 0.292  0.094
H4 4.045 -2.932 1.744  0.121
H5 1.742 -2.314 2.391  0.120
H6 0.121 -0.694 2.633  0.143
H7 -1.616 2.987 2.168  0.146
H8 -3.922 1.253 2.855  0.117
H9 -3.901 3.007 3.159  0.122
H10 -5.285 2.571 1.227  0.119
H11 -3.839 3.458 0.717  0.118
H12 -2.389 2.573 -0.801  0.129
H13 -1.879 1.098 0.058  0.108
H14 -1.747 0.715 -2.360  0.123
H15 -3.459 1.180 -2.548  0.131
H16 -1.276 -1.954 -4.064  0.121
H17 1.085 -1.696 -4.709  0.111
H18 3.401 0.023 -3.313  0.085
H19 3.842 -1.362 -2.317  0.073
H20 3.421 -1.592 -4.022  0.076
H21 2.089 -0.753 -0.673  0.093
H22 -0.270 -1.017 -0.025  0.108
H23 -4.675 -1.701 -0.709  0.123
H24 -5.192 -0.236 -1.597  0.129
H25 -5.365 0.192 0.829  0.129
H26 -3.674 -0.329 1.060  0.120
H27 2.630 1.781 1.557  0.104
H28 4.904 1.173 0.919  0.105

HOMO = -8.2653 eV
structure (SMILES) = COc1ccc(NC(=O)C(=O)NCCN2CCN(C(=O)c3ccc(C)cc3)CC2)cc1
frontier orbital gap = 8.77 eV
charge = 0



3.
ORCA calculation (ωB97M-V with the def2-TZVPD basis set) on an isolated molecule of C2H6OS at a distorted geometry.

Each line ends with the Löwdin charge.
CARTESIAN COORDINATES (ANGSTROEM)
C1 0.365 1.427 -0.003  -0.267
C2 -0.015 -1.446 -0.270  -0.180
O1 2.355 -0.237 0.536  -0.585
S1 1.368 -0.047 -0.547  0.809
H1 -0.503 1.048 0.558  0.030
H2 0.053 2.039 -0.876  0.046
H3 1.007 1.985 0.734  0.063
H4 0.530 -2.267 -0.389  -0.038
H5 -0.803 -1.276 -0.939  0.013
H6 -0.298 -1.266 0.891  0.108

HOMO = -8.9191 eV
frontier orbital gap = 9.80 eV
charge = 0



4.
ORCA calculation (ωB97M-V with the def2-TZVPD basis set) on an isolated molecule of C5H8F3NO2S at a distorted geometry.

Each line ends with the Löwdin charge.
CARTESIAN COORDINATES (ANGSTROEM)
O1 1.166 -2.354 0.509  -0.284
S1 0.529 -1.106 0.184  0.785
O2 1.706 0.138 0.675  -0.075
C1 2.687 0.534 -0.126  -0.835
F1 2.262 1.115 -1.190  0.192
F2 3.460 1.491 0.479  0.137
F3 3.443 -0.466 -0.506  0.194
N1 0.016 -1.080 -1.213  -0.167
C2 -0.717 0.165 -1.526  -0.227
C3 -1.456 0.929 -0.316  -0.163
C4 -1.853 -0.093 0.714  -0.257
C5 -0.655 -0.715 1.381  -0.246
H1 -1.445 -0.001 -2.373  0.124
H2 0.136 0.789 -1.881  0.094
H3 -2.320 1.420 -0.776  0.115
H4 -0.852 1.643 0.174  0.095
H5 -2.664 0.303 1.405  0.140
H6 -2.422 -0.945 0.365  0.110
H7 -0.322 0.007 2.096  0.101
H8 -0.697 -1.771 1.927  0.167

HOMO = -10.1208 eV
structure (SMILES) = O=[S@@]1(OC(F)(F)F)=NCCCC1
frontier orbital gap = 10.63 eV
charge = 0